Version a
{"formula": "C5H14N2O", "method": "the ωB97M-V functional and the def2-TZVPD basis", "lumo_ev": -6.6, "total_charge": 2, "homo_lumo_gap_ev": 11.719, "species": ["O", "N", "N", "C", "C", "C", "C", "C", "H", "H", "H", "H", "H", "H", "H", "H", "H", "H", "H", "H", "H", "H"], "coordinates": [[1.36867, 0.38525, -0.09438], [3.58058, 1.15449, -0.06573], [-4.00306, 0.46144, -0.17843], [-1.46982, 0.48764, 0.24953], [2.47514, 0.01002, -0.01680], [3.07664, -1.31440, 0.11106], [-2.81649, -0.12347, 0.49247], [-1.81527, -0.83706, -0.36015], [-4.56799, 1.00124, 0.49160], [-1.40309, 1.34750, -0.39815], [-1.36478, -1.73505, 0.02788], [-3.70925, 1.09379, -0.93827], [-1.99106, -0.87501, -1.42354], [4.34650, 0.98808, 0.60155], [3.99174, 1.21859, -1.00704], [2.96274, -1.85438, -0.83325], [-0.78821, 0.52390, 1.08400], [-4.59579, -0.27771, -0.58363], [4.12836, -1.30895, 0.37752], [2.51652, -1.89444, 0.84706], [3.13581, 2.05959, 0.14421], [-3.05791, -0.51107, 1.47250]]}

=====

Version b
{"formula": "C5H14N2O", "method": "the ωB97M-V functional and the def2-TZVPD basis", "lumo_ev": -8.4, "total_charge": 2, "homo_lumo_gap_ev": 9.404, "species": ["O", "N", "N", "C", "C", "C", "C", "C", "H", "H", "H", "H", "H", "H", "H", "H", "H", "H", "H", "H", "H", "H"], "coordinates": [[-2.56224, 1.82042, 2.28254], [-1.39480, -1.31745, 2.31773], [1.76150, 0.11566, -2.78473], [0.69888, 0.13999, -0.50292], [2.88205, 0.70869, -2.63266], [-0.58340, -0.19462, 0.31345], [0.75637, -0.09600, -1.81860], [-0.34399, -1.38877, 1.25754], [-2.10416, -2.04386, 2.09322], [1.45014, -0.22101, -3.71952], [1.54917, 0.59051, 0.02069], [-1.33848, -0.42583, -0.48870], [-0.23889, -0.47220, -2.14344], [3.30497, 0.86829, -1.62280], [-3.37666, 1.68436, 2.80102], [-1.76917, -0.37806, 2.57617], [-2.02646, 2.29227, 2.94055], [-0.94420, 0.74323, 0.76789], [3.46164, 0.93208, -3.59040], [-0.34852, -2.26074, 0.55940], [0.62272, -1.11511, 1.78437], [-0.98392, -1.61513, 3.21808]]}

=====

Most favorable structure: version a. The second most favorable one is 27.5 kcal/mol above it.

=====

Version a
{"formula": "H6O3", "method": "the ωB97M-V functional and the def2-TZVPD basis", "lumo_ev": 0.4, "homo_lumo_gap_ev": 11.028, "species": ["O", "O", "O", "H", "H", "H", "H", "H", "H"], "coordinates": [[1.88414, -2.05175, 0.84069], [-0.10766, 2.73848, -0.67202], [-1.07762, 0.03716, -0.36362], [-0.54944, -0.72314, -0.08797], [1.80019, -1.98440, 1.79931], [-0.78672, 3.18193, -1.18940], [-1.95373, -0.31755, -0.55332], [-0.52276, 1.90838, -0.36831], [1.31361, -2.78912, 0.59465]]}

=====

Version b
{"formula": "H6O3", "method": "the ωB97M-V functional and the def2-TZVPD basis", "lumo_ev": 0.3, "homo_lumo_gap_ev": 11.517, "species": ["O", "O", "O", "H", "H", "H", "H", "H", "H"], "coordinates": [[1.23161, 0.61448, 0.93785], [0.32791, -0.59959, -1.45219], [-1.08495, -0.78151, 0.73173], [0.54429, -0.17040, 1.04532], [-1.71000, 0.05817, 0.69890], [0.96848, 0.05816, -0.98614], [-0.67134, -0.74309, -0.15388], [-0.25859, 0.07553, -2.04622], [0.65260, 1.48824, 1.22463]]}

=====

Most favorable structure: version a. The second most favorable one is 16.2 kcal/mol above it.

=====

Version a
{"formula": "CH10NO2", "method": "the ωB97M-V functional and the def2-TZVPD basis", "lumo_ev": -3.4, "total_charge": 1, "homo_lumo_gap_ev": 12.735, "species": ["O", "O", "N", "C", "H", "H", "H", "H", "H", "H", "H", "H", "H", "H"], "coordinates": [[2.73539, 0.64267, 0.77801], [-2.04031, -1.23955, -1.63656], [0.05463, -0.19037, 0.11299], [-0.86548, 0.85610, 0.75230], [-0.63932, 1.78726, 0.23975], [-2.39272, -1.09451, -2.53362], [-0.36053, -0.44911, -0.78372], [-1.97988, -2.21539, -1.51997], [0.93978, 0.31380, -0.06396], [-0.54004, 0.91674, 1.78339], [3.10938, -0.19640, 0.52847], [3.40170, 1.23746, 1.16719], [0.45836, -0.94640, 0.67271], [-1.88099, 0.57771, 0.50300]]}

=====

Version b
{"formula": "CH10NO2", "method": "the ωB97M-V functional and the def2-TZVPD basis", "lumo_ev": -11.6, "total_charge": 1, "homo_lumo_gap_ev": 3.426, "species": ["O", "O", "N", "C", "H", "H", "H", "H", "H", "H", "H", "H", "H", "H"], "coordinates": [[0.38162, -1.45550, 0.55385], [-1.85971, 0.18467, -0.93099], [-1.73177, -0.52288, 1.49115], [2.50062, 1.12401, -1.00838], [2.33205, 0.66697, -2.00423], [-2.05448, 0.01053, 0.05956], [3.13103, 2.01860, -0.86615], [0.04242, -2.21972, 0.09590], [-2.50847, -1.15866, 1.76522], [-2.50004, 0.80816, -1.31842], [2.69848, 0.31547, -0.32702], [-1.36524, -0.11921, 2.33950], [1.40506, 1.53206, -0.92072], [-0.47156, -1.18450, 1.07074]]}

=====

Most favorable structure: version a. The second most favorable one is 206.0 kcal/mol above it.

=====

Version a
{"formula": "CH10NO2", "method": "the ωB97M-V functional and the def2-TZVPD basis", "lumo_ev": -3.4, "total_charge": 1, "homo_lumo_gap_ev": 12.343, "species": ["O", "O", "N", "C", "H", "H", "H", "H", "H", "H", "H", "H", "H", "H"], "coordinates": [[-1.13650, 0.77504, -1.95811], [-0.96422, -1.50287, 0.32006], [0.67670, 0.60532, 0.43804], [1.69818, 0.10749, 1.44148], [0.11461, -0.19721, 0.03796], [-1.65734, -1.65920, -0.33239], [0.05784, 1.26786, 0.86483], [1.18997, 1.04207, -0.32254], [-0.80919, 1.68107, -1.95305], [-1.36312, -1.69025, 1.17871], [1.48833, -0.93846, 1.63792], [-1.65388, 0.69274, -2.76598], [1.56290, 0.61092, 2.39370], [2.67130, 0.29931, 1.01151]]}

=====

Version b
{"formula": "CH10NO2", "method": "the ωB97M-V functional and the def2-TZVPD basis", "lumo_ev": -11.4, "total_charge": 1, "homo_lumo_gap_ev": 4.430, "species": ["O", "O", "N", "C", "H", "H", "H", "H", "H", "H", "H", "H", "H", "H"], "coordinates": [[1.12524, 0.29033, -0.57523], [-1.84111, 0.86209, -0.39114], [-0.50038, -0.15521, -2.33851], [0.63571, -0.46784, 2.58695], [0.82749, -1.12329, 3.43392], [-0.76308, -1.16045, -2.39221], [-1.38556, 0.47196, -1.16220], [1.58358, -0.16094, 2.15871], [0.78329, 0.22066, -1.50180], [0.01637, -1.01827, 1.87804], [0.03944, 0.37550, 2.92440], [-0.24204, 0.26240, -3.24603], [2.06159, -0.01190, -0.61927], [-2.34055, 1.61497, -0.75563]]}

=====

Most favorable structure: version a. The second most favorable one is 192.5 kcal/mol above it.

=====

Version a
{"formula": "C26H26N4O2", "method": "the ωB97M-V functional and the def2-TZVPD basis", "lumo_ev": -0.2, "homo_lumo_gap_ev": 6.641, "species": ["O", "O", "N", "N", "N", "N", "C", "C", "C", "C", "C", "C", "C", "C", "C", "C", "C", "C", "C", "C", "C", "C", "C", "C", "C", "C", "C", "C", "C", "C", "C", "C", "H", "H", "H", "H", "H", "H", "H", "H", "H", "H", "H", "H", "H", "H", "H", "H", "H", "H", "H", "H", "H", "H", "H", "H", "H", "H"], "coordinates": [[0.56654, 4.85126, -1.19183], [-1.27411, -1.11287, -1.40410], [2.71248, -0.29663, -0.93050], [1.10948, 0.80744, 1.87671], [-0.62104, -0.42431, 1.16426], [1.61659, -1.39094, 1.20775], [-3.70934, -5.44961, -1.64055], [3.68696, -0.68925, 0.05891], [-2.39125, 1.36599, 1.40310], [-2.39118, -3.12190, -0.87305], [0.86292, 5.81772, -0.21798], [2.21691, 1.00911, -0.97005], [-0.18781, 2.89547, 2.33499], [-1.67118, -1.86806, -0.54668], [0.73869, -0.34754, 1.39008], [-3.03051, -3.91524, 0.07967], [2.66649, 2.00970, -0.11094], [-3.07779, -4.66765, -2.59453], [-1.45359, -1.56954, 0.93830], [-1.12176, 0.82730, 1.47641], [-2.42648, -3.51157, -2.21358], [1.27312, 1.37466, -1.93595], [-1.45803, 3.43216, 2.25701], [0.75051, 2.64760, -1.97987], [-2.53934, 2.68397, 1.79888], [1.51959, -2.23017, 0.02596], [-3.68591, -5.06924, -0.30784], [2.15594, 3.29469, -0.16475], [3.01488, -1.02524, 1.41576], [-0.01988, 1.57866, 1.93324], [1.83716, -1.40606, -1.24573], [1.16796, 3.62368, -1.07962], [-2.43498, -1.35697, 1.37939], [3.40680, 1.80337, 0.64309], [0.65308, 3.46874, 2.69135], [0.00457, 2.90751, -2.71425], [-4.18321, -5.67608, 0.43409], [-1.62280, 4.45784, 2.55502], [0.53555, -2.68509, -0.07054], [-3.23586, 0.79992, 1.03611], [-3.51541, 3.14345, 1.74737], [2.53247, 4.02303, 0.53605], [-3.09664, -4.95936, -3.63372], [3.51818, -1.87264, 1.89220], [0.90192, -1.03108, -1.65787], [1.91308, 6.12874, -0.26106], [0.93103, 0.66143, -2.66896], [4.19338, -1.57829, -0.33513], [-1.93157, -2.88581, -2.94126], [-1.03445, -2.44218, 1.44965], [-4.22229, -6.35329, -1.93383], [-3.03352, -3.63472, 1.12142], [3.02598, -0.16731, 2.08482], [2.24410, -3.03829, 0.16429], [0.22841, 6.67349, -0.44601], [0.63272, 5.45325, 0.78851], [4.43657, 0.09074, 0.17826], [2.31588, -2.05399, -1.99245]]}

=====

Version b
{"formula": "C26H26N4O2", "method": "the ωB97M-V functional and the def2-TZVPD basis", "lumo_ev": 0.1, "homo_lumo_gap_ev": 7.688, "species": ["O", "O", "N", "N", "N", "N", "C", "C", "C", "C", "C", "C", "C", "C", "C", "C", "C", "C", "C", "C", "C", "C", "C", "C", "C", "C", "C", "C", "C", "C", "C", "C", "H", "H", "H", "H", "H", "H", "H", "H", "H", "H", "H", "H", "H", "H", "H", "H", "H", "H", "H", "H", "H", "H", "H", "H", "H", "H"], "coordinates": [[3.06719, -3.88050, -0.31270], [3.67701, -2.63002, -2.00645], [-3.03588, 0.24802, 0.24158], [0.47882, 1.75509, 0.18631], [0.88200, -0.60015, -1.54541], [-0.72285, 0.80168, -0.22534], [-1.83668, 1.01159, 0.52568], [1.55396, 4.00858, 1.06930], [0.40260, 3.58533, 1.59415], [4.26794, -4.46033, -0.90812], [-1.53613, 2.05906, 1.09056], [-4.83532, -1.55456, 0.27249], [-5.09812, -2.96068, -2.46215], [-0.28109, -0.39417, -0.94191], [1.72655, 5.78286, 2.94769], [-0.09986, 6.21800, 4.32014], [1.00187, -1.54123, -2.43377], [0.50638, 5.33006, 3.13249], [2.75520, -2.71867, -1.00264], [2.73619, -1.61052, -0.08057], [1.56320, -2.89954, -1.69700], [4.74080, -3.36687, -1.49825], [2.34283, 5.03254, 1.83090], [-0.07788, 4.24591, 2.53860], [-0.06356, 2.49557, 1.07484], [-1.50953, -1.03184, -1.30315], [1.97505, -0.22534, -0.85226], [-4.10879, -2.37284, -2.08068], [-5.99076, -2.35121, -0.06674], [-3.93343, -1.47902, -0.92429], [-6.19746, -3.08337, -1.08994], [-2.74918, -0.74943, -0.46944], [4.80779, -4.89183, -0.03878], [-0.58055, 7.25897, 3.77739], [-1.44984, -1.90368, -1.88784], [-6.92673, -2.36184, 0.69471], [4.00399, -5.18015, -1.40796], [-7.17540, -3.60340, -1.28662], [-2.32362, 2.59741, 1.88577], [1.83627, -1.90551, 0.92515], [1.48130, -3.84096, -2.44516], [3.50258, -1.26565, 0.24890], [2.39510, 6.65683, 3.07421], [3.44804, 5.31334, 1.34347], [2.75083, -0.12297, -1.54297], [-0.85505, 5.79680, 4.85658], [0.73831, -3.25722, -0.85837], [0.73154, 6.46758, 5.16069], [-5.24018, -3.65384, -3.20351], [1.89919, 0.61199, -0.16496], [5.33236, -2.83362, -0.82941], [-3.53974, -2.25244, -2.79295], [-0.00763, -1.68246, -3.04667], [-1.21471, 4.01091, 3.05570], [1.92101, -1.21454, -3.19813], [2.12157, 3.30392, 0.39980], [5.45563, -3.72208, -2.56781], [-4.71318, -0.98959, 0.92484]]}

=====

Most favorable structure: version a. The second most favorable one is 505.8 kcal/mol above it.